[1]
14
Properties=species:S:1:pos:R:3:forces:R:3 method="wB97M-V/def2-TZVPD" total_charge=+1
C 1.6742 0.9631 0.9429 -1.727 -1.047 -0.036
C 1.1323 0.1178 -0.2516 -0.389 2.264 1.399
C -0.0648 0.2057 -0.8649 5.869 -2.995 -0.611
N -3.5499 -0.4403 0.4437 -2.736 -0.218 2.117
N 2.1913 -0.8281 -0.7672 -1.433 2.307 -1.484
H 2.3873 0.3364 1.5122 -0.429 0.401 -0.383
H 2.1205 1.9076 0.6281 0.011 -0.206 -0.220
H 0.7698 1.1883 1.5565 0.905 0.035 -0.143
H -0.3195 -0.2257 -1.8514 -1.850 0.917 0.480
H -2.9465 0.0320 -0.1519 0.729 0.329 -1.054
H -4.4260 0.0134 0.7741 1.483 -0.271 -0.680
H -3.5070 -1.4005 0.7438 0.613 0.190 -0.503
H 1.7216 -1.5899 -1.2410 0.296 -0.465 -0.355
H 2.8166 -0.2800 -1.4732 -1.342 -1.243 1.473



[2]
47
Properties=species:S:1:pos:R:3:forces:R:3 method="wB97M-V/def2-TZVPD" smiles="COC(=O)c1cc2c(cc1Cl)S/C(=N/CCCN1CCOCC1)NS2(=O)=O"
C 3.1198 -5.7050 -3.1185 0.119 -0.412 0.148
H 3.8796 -5.8316 -2.3450 -0.049 -0.009 -0.088
H 2.3767 -6.4978 -3.0140 0.077 0.052 -0.023
H 3.5697 -5.7280 -4.1075 -0.034 0.021 0.047
O 2.5012 -4.4310 -2.9969 -0.003 0.271 0.076
C 1.9005 -4.1840 -1.8348 0.042 -0.235 0.128
O 1.8686 -4.9671 -0.9193 0.007 0.043 -0.013
C 1.2907 -2.8242 -1.7505 -0.097 0.299 -0.012
C 1.0565 -2.3393 -0.4630 0.045 -0.195 0.034
C 0.5072 -1.0950 -0.2692 0.002 0.328 0.291
C 0.1319 -0.2990 -1.3455 -0.026 -0.030 -0.079
C 0.3575 -0.7683 -2.6359 -0.025 0.113 0.281
C 0.9403 -2.0113 -2.8382 0.087 -0.051 0.513
Cl 1.1596 -2.5190 -4.4574 -0.154 0.186 -0.527
H 0.0731 -0.1611 -3.4801 -0.068 -0.011 -0.125
S -0.6074 1.2796 -1.1211 0.027 0.301 -0.479
C -1.6922 1.0395 0.2797 0.058 0.084 -0.800
N -2.7601 1.6864 0.2013 0.189 0.076 -0.380
C -3.8120 1.6755 1.1762 -0.121 0.199 0.231
C -3.9737 3.0595 1.8101 0.168 -0.275 0.219
C -3.0123 3.3108 2.9705 -0.157 0.090 -0.090
N -1.6010 3.1857 2.6406 -0.029 -0.045 0.046
C -0.8076 3.3069 3.8583 0.338 0.021 -0.011
H -1.0734 2.4889 4.5334 0.003 0.044 0.039
C 0.6863 3.2393 3.5435 -0.233 -0.192 0.310
O 1.0545 4.2512 2.6358 0.136 0.174 0.050
C 0.3341 4.0851 1.4382 -0.317 0.045 -0.233
H 0.6661 4.8752 0.7624 -0.057 -0.075 -0.021
C -1.1712 4.1947 1.6799 0.293 -0.009 -0.080
H -1.6928 4.0301 0.7362 0.000 0.092 -0.013
H -1.4018 5.2104 2.0502 -0.024 -0.033 -0.045
H 0.5688 3.1046 1.0018 -0.031 0.123 -0.032
H 1.2696 3.4086 4.4505 -0.060 -0.075 -0.026
H 0.9349 2.2565 3.1221 -0.020 0.137 0.138
H -1.0199 4.2650 4.3682 -0.009 -0.068 0.001
H -3.2307 4.3143 3.3846 0.057 -0.088 0.050
H -3.2207 2.5792 3.7589 -0.038 0.074 0.019
H -3.8509 3.8121 1.0325 -0.098 0.045 -0.041
H -4.9878 3.1455 2.2054 -0.008 0.071 -0.026
H -4.7221 1.4372 0.6162 0.034 -0.088 0.189
H -3.6821 0.9205 1.9647 -0.100 -0.012 0.020
N -1.2589 0.1435 1.2248 0.354 -0.450 0.409
S 0.3411 -0.3669 1.3399 -0.384 0.195 -0.113
O 0.3701 -1.3331 2.3860 -0.156 -0.327 -0.029
O 1.2100 0.7639 1.4146 0.088 -0.126 -0.199
H -1.7973 0.0987 2.0770 0.129 -0.149 0.211
H 1.3212 -2.9469 0.3892 0.042 -0.128 0.032



[3]
40
Properties=species:S:1:pos:R:3:forces:R:3 method="wB97M-V/def2-TZVPD" total_charge=+2 spin_multiplicity=2 s_squared=0.955
Re 0.5772 0.5504 0.0413 -1.832 3.861 0.523
S 0.9140 2.7072 -0.8704 0.179 -1.836 0.222
C 2.5534 3.1282 -0.4426 0.466 0.033 0.032
C 3.0787 4.3186 -0.9585 -0.268 -0.263 0.101
C 4.3623 4.7168 -0.6364 0.145 -0.097 0.094
C 5.1395 3.9424 0.2148 -0.109 0.029 -0.046
C 4.6255 2.7671 0.7483 -0.022 -0.071 -0.024
C 3.3484 2.3548 0.4112 -0.051 0.008 0.086
S 2.6851 0.8800 1.1897 -0.161 0.069 -0.646
C 3.4438 -0.4562 0.1277 0.107 0.302 0.181
C 2.5492 -1.6553 0.1229 0.760 -0.408 0.209
C 3.0342 -2.9541 0.1058 -0.216 0.291 0.011
C 2.1347 -4.0072 0.0156 -0.041 0.217 -0.048
C 0.7760 -3.7376 -0.0471 0.041 0.363 0.165
C 0.3495 -2.4192 -0.0062 -0.365 -0.826 -0.274
C -1.0952 -2.0504 -0.0908 -0.293 0.168 -0.227
S -1.2486 -0.5168 -1.1452 0.046 0.180 0.591
C -2.7258 0.2127 -0.4489 0.048 -0.040 -0.016
C -3.9560 -0.2215 -0.9087 0.090 0.021 0.027
C -5.1171 0.3316 -0.3846 0.050 0.112 0.082
C -5.0406 1.3448 0.5615 -0.022 -0.099 -0.068
C -3.8107 1.7992 1.0048 0.327 -0.084 -0.016
C -2.6339 1.2227 0.5145 -0.262 -0.212 -0.153
S -1.1053 1.8107 1.1267 1.221 -1.633 -0.601
N 1.2281 -1.4046 0.0748 0.064 -0.083 -0.107
H 2.4562 4.9237 -1.5965 -0.052 0.129 -0.160
H 4.7566 5.6353 -1.0426 0.010 0.081 -0.021
H 6.1320 4.2619 0.4926 0.077 0.019 -0.013
H 5.2161 2.1823 1.4353 0.094 -0.063 0.133
H 4.4411 -0.6753 0.5064 -0.064 -0.070 -0.077
H 3.5224 -0.0460 -0.8830 0.100 0.018 0.055
H 4.0955 -3.1342 0.1496 0.128 0.015 -0.004
H 2.4884 -5.0242 -0.0283 0.061 -0.142 0.050
H 0.0563 -4.5365 -0.1072 -0.120 -0.071 -0.064
H -1.5216 -1.8148 0.8880 0.063 0.027 -0.048
H -1.6818 -2.8485 -0.5460 0.045 0.054 0.056
H -4.0080 -0.9715 -1.6823 -0.035 -0.122 -0.087
H -6.0779 -0.0156 -0.7286 -0.098 -0.023 -0.063
H -5.9470 1.7830 0.9490 -0.053 0.065 0.050
H -3.7397 2.5936 1.7321 -0.058 0.083 0.095



[4]
17
Properties=species:S:1:pos:R:3:forces:R:3 method="wB97M-V/def2-TZVPD" smiles="C=CC.NCO"
C 4.7491 -2.6523 2.0898 0.640 -0.209 1.775
C 3.7904 -1.9633 1.1837 0.884 -1.084 -0.794
C 2.7647 -2.6045 0.6523 -2.208 0.251 -0.431
H 4.3430 -3.4645 2.6856 -0.737 -0.164 -0.139
H 5.5293 -3.1730 1.5280 0.339 0.580 -0.023
H 5.1732 -2.0012 2.9083 -0.065 -0.303 -1.241
H 4.2427 -1.1088 0.7139 -0.590 0.880 0.065
H 1.9574 -2.2195 -0.0226 1.404 0.210 0.267
H 2.4602 -3.5966 0.9584 0.332 -0.160 0.519
N -3.5815 3.4946 -1.8844 0.237 -0.216 -1.163
C -4.6482 2.5793 -1.9677 -1.856 0.008 0.849
O -5.4186 2.5432 -0.7550 -0.424 -0.334 0.909
H -3.8218 4.4419 -1.6556 0.002 -0.055 0.128
H -2.6728 3.1873 -1.5923 -0.097 -0.075 0.155
H -5.5172 2.8802 -2.6022 1.314 0.126 -0.387
H -4.3979 1.5399 -2.2154 0.642 0.473 -0.227
H -4.9521 2.1175 -0.0248 0.182 0.074 -0.264



[5]
59
Properties=species:S:1:pos:R:3:forces:R:3 method="wB97M-V/def2-TZVPD" smiles="CC(C)(C)N(Cc1ccccc1)C(=O)COC(=O)CN1C(=O)NC2(CCCC2)C1=O"
C -4.8214 -1.2996 -1.7637 0.076 0.175 0.192
H -3.9659 -1.9505 -1.9264 0.092 -0.135 -0.028
H -5.3190 -1.1590 -2.7204 -0.018 0.049 -0.049
H -5.5334 -1.7888 -1.1017 -0.029 -0.094 0.055
C -4.3981 0.0778 -1.2434 -0.349 0.253 -0.311
N -3.5342 -0.0123 -0.0366 -0.171 -0.243 -0.226
C -2.9987 1.1261 0.4589 0.188 0.112 0.502
O -3.1919 2.2384 0.0084 -0.007 0.207 0.033
C -2.1119 1.0079 1.7131 -0.023 -0.105 -0.221
H -2.6763 1.3386 2.5874 0.033 -0.085 -0.104
H -1.6904 0.0151 1.8679 -0.091 0.149 0.068
O -1.0127 1.9094 1.6074 -0.238 0.312 0.284
C -0.2300 1.6900 0.5657 0.383 0.102 -0.249
O -0.4690 0.9287 -0.3342 -0.016 0.149 0.008
C 1.0875 2.4554 0.6701 -0.147 -0.133 0.153
N 2.1305 1.4629 0.5472 -0.249 0.149 0.105
C 3.1375 1.4799 -0.3735 0.076 -0.147 0.078
O 3.4091 2.3882 -1.1145 0.118 0.098 -0.196
C 3.8438 0.1312 -0.2672 0.153 -0.026 -0.191
N 3.0954 -0.5015 0.7937 0.226 -0.257 0.007
C 2.0415 0.2296 1.2122 0.181 -0.046 0.105
O 1.1937 -0.0672 2.0137 -0.303 0.028 0.269
H 3.1882 -1.4751 1.0268 -0.143 0.045 0.061
C 5.3505 0.2539 0.0584 0.111 0.143 -0.106
H 5.5365 -0.1983 1.0328 -0.031 0.034 0.011
C 6.0913 -0.4968 -1.0545 0.021 -0.073 0.054
C 5.0584 -1.4764 -1.6045 0.019 0.160 -0.091
H 4.9599 -2.3372 -0.9405 0.007 -0.111 0.024
C 3.7778 -0.6488 -1.5936 0.010 -0.023 -0.017
H 3.7881 0.0670 -2.4167 0.011 0.017 -0.045
H 2.8678 -1.2434 -1.6551 -0.087 0.064 -0.030
H 5.3110 -1.8361 -2.6001 -0.004 -0.117 -0.005
H 6.3826 0.2008 -1.8394 0.054 0.010 -0.046
H 6.9868 -0.9930 -0.6850 0.084 0.036 -0.043
H 5.6509 1.2994 0.1040 0.028 0.018 0.076
H 1.1454 2.9717 1.6309 0.010 -0.016 -0.161
H 1.2028 3.1603 -0.1566 -0.064 -0.084 0.103
C -3.3588 -1.2672 0.6768 0.128 -0.138 0.175
C -1.9778 -1.8756 0.5390 -0.020 -0.195 -0.010
C -1.2700 -1.7881 -0.6507 -0.082 -0.083 0.066
C -0.0120 -2.3509 -0.7622 0.016 -0.031 -0.096
C 0.5528 -3.0138 0.3125 0.063 -0.072 0.021
C -0.1478 -3.1122 1.5018 0.062 -0.081 0.068
C -1.4045 -2.5465 1.6130 -0.097 0.012 -0.098
H -1.9430 -2.6197 2.5480 -0.058 0.023 0.111
H 0.2872 -3.6215 2.3488 0.044 -0.034 0.075
H 1.5349 -3.4578 0.2236 0.076 -0.046 -0.016
H 0.5256 -2.2676 -1.6960 0.048 0.008 -0.074
H -1.6891 -1.2537 -1.4863 -0.047 0.120 -0.088
H -4.0862 -1.9862 0.3027 0.003 0.145 0.129
H -3.5898 -1.1170 1.7379 0.020 -0.141 -0.090
C -5.6593 0.8685 -0.8741 0.153 0.013 -0.065
H -6.1821 0.3846 -0.0510 -0.080 -0.088 0.062
H -6.3284 0.9231 -1.7285 -0.121 -0.013 -0.116
H -5.3921 1.8774 -0.5758 -0.039 0.057 0.011
C -3.6405 0.7857 -2.3739 -0.007 0.080 0.130
H -2.7339 0.2430 -2.6278 0.103 -0.095 -0.083
H -4.2726 0.8435 -3.2563 -0.090 -0.057 -0.108
H -3.3632 1.7912 -2.0789 0.018 0.001 -0.074



E, record by record: -6224.14986, -65816.22887, -66893.10442, -7862.25239, -37994.86250 eV